# 1
13
Properties=species:S:1:pos:R:3 method="wB97M-V/def2-TZVPD" max_force_ev_per_a=1.36 smiles=CCO.SS homo_energy_ev=-8.84 gap_ha=0.32707 spin_multiplicity=1 de_lowest_kcal_mol=22.4 lumo_energy_ev=0.060
H 3.3338 1.1838 1.5125
H 1.7208 0.8683 0.7879
H 0.8697 2.8480 2.1271
H 2.3843 2.8818 2.9920
H -2.2666 -0.9864 0.0442
H 1.0213 0.1795 2.8138
C 2.2561 1.1829 1.6885
H -0.5220 -1.4789 -2.8603
S -1.8112 -1.4634 -2.4888
S -1.2644 -0.5262 -0.6944
H 2.2907 3.3693 1.3095
O 1.9690 0.3372 2.7760
C 1.9399 2.6459 2.0258

---

# 2
58
Properties=species:S:1:pos:R:3 method="wB97M-V/def2-TZVPD" max_force_ev_per_a=0.70 charge=+1 homo_energy_ev=-11.48 gap_ha=0.26743 spin_multiplicity=1 de_lowest_kcal_mol=0.0 lumo_energy_ev=-4.205
H 1.6841 -1.3129 -3.2756
C 0.0736 -1.3699 -1.9766
H 4.3461 -4.3206 0.2599
C -3.6912 -0.8881 3.3781
C 1.0617 -0.7187 -0.0876
O -0.9169 -1.8713 -2.5646
C 4.5163 -1.0080 -1.7038
C -2.3443 1.7992 1.5833
H 1.4317 1.2607 -3.2622
H -0.6818 -1.3404 2.0671
C -3.8510 -1.8081 1.2892
H -0.0686 2.1722 0.2580
O -4.3167 -0.0632 4.4763
H -0.8887 3.5897 -0.4334
C -4.2251 1.4653 0.6240
O -5.8236 1.6371 3.9339
H -3.4862 2.0118 -1.4078
C 1.9517 1.7256 -2.4350
C -1.7533 -1.3742 2.2329
C -5.0747 0.8235 4.1412
N -2.5238 -1.7366 1.2025
N -3.5791 1.4163 1.8385
C 5.6348 -1.8238 -1.6236
C -0.9126 2.5051 -0.3439
O -3.8061 -2.5344 -0.9501
H 6.4502 -3.6504 -0.8501
C -2.3258 -0.9365 3.4138
C 3.2751 -2.5807 -0.3785
C 3.3297 -1.3824 -1.0825
H 4.5701 -0.0704 -2.2432
C -3.3595 1.8673 -0.3491
N -2.1544 2.0653 0.2769
H 3.8010 3.4143 0.4948
H -0.8290 2.0627 -1.3335
C 2.8549 3.7066 -1.4106
H 3.0496 4.7706 -1.4350
H 6.5536 -1.5237 -2.1094
Pd -1.9270 -1.8951 -0.6773
O -5.7959 -2.3762 0.1012
C -4.5928 -2.2877 0.0389
H 3.3726 0.9871 0.5438
C 2.3696 0.9632 -1.3526
C 5.5762 -3.0164 -0.9182
C 3.2771 2.9444 -0.3271
N 1.2869 -1.0168 -2.3987
C 2.0835 -0.5311 -1.2561
C 2.1979 3.0941 -2.4650
C -4.5209 -1.3678 2.4153
H -5.6040 -1.3486 2.4110
H -5.2609 1.1878 0.5101
N -0.1005 -1.1289 -0.6501
H 2.3613 -2.8848 0.1184
O 1.2611 -0.4905 1.0850
C 4.3954 -3.3934 -0.2952
H 1.8785 3.6766 -3.3194
H -1.5375 1.8615 2.2976
C 3.0408 1.5804 -0.2984
H -1.7334 -0.5370 4.2225

---

# 3
19
Properties=species:S:1:pos:R:3 method="wB97M-V/def2-TZVPD" max_force_ev_per_a=9.34 charge=+4 homo_energy_ev="-25.89 / -26.61" gap_ha="0.27726 / 0.23646" spin_multiplicity=8 de_lowest_kcal_mol=4.9 lumo_energy_ev="-18.347 / -20.173" s_squared=15.7975
N -1.7001 2.7127 -0.8845
O -2.8257 -1.6662 1.8372
Cr 2.3103 -2.4209 0.4818
Cl 1.0579 -1.5326 2.3177
N -0.6082 3.2244 -0.3355
O 2.7575 -5.0328 1.8794
N -0.6566 1.0364 -0.0876
C 2.5939 -4.0295 1.3435
H 0.9783 2.2017 0.7156
C -1.8560 -1.3462 1.3097
H -2.6081 4.4836 -1.5687
Rh -0.2916 -0.8519 0.4618
N -2.6905 3.4589 -1.5041
N -1.7446 1.4009 -0.7418
O 3.7523 -3.4254 -1.9447
C 0.0448 2.1580 0.1726
H -3.5281 2.9937 -1.8849
C 3.2062 -3.0405 -1.0096
Cl 1.8083 -0.3243 -0.5579

---

# 4
42
Properties=species:S:1:pos:R:3 method="wB97M-V/def2-TZVPD" max_force_ev_per_a=1.08 smiles="COCCNC(=O)c1ccc(CSc2nc3ccccc3s2)cc1" homo_energy_ev=-8.34 gap_ha=0.32133 spin_multiplicity=1 de_lowest_kcal_mol=10.1 lumo_energy_ev=0.405
C 6.0101 3.3206 -3.9818
C 2.6485 2.5107 -2.7532
H 0.4634 -4.3867 1.4320
C -6.2256 0.1679 2.0333
H -0.8608 -2.4796 -1.0907
C -0.1429 -1.9143 -0.5145
N -3.0590 -1.9244 3.6554
H 2.3506 0.1552 1.5526
C 1.8802 1.2855 -0.7774
S -1.0099 -3.4316 2.9830
C -4.2824 -1.1711 1.8126
O 4.6225 3.3670 -3.7724
C -4.1328 -1.2096 3.2172
C 0.2411 -2.3676 0.7415
H 2.1557 2.7227 -3.7050
H 4.2994 1.3392 -3.5473
C -6.0906 0.1373 3.4190
C -5.0533 -0.5439 4.0205
H -1.1021 -4.0513 0.6557
C 4.1433 2.2896 -3.0066
C -2.3873 -2.4307 2.6945
C -0.3200 -3.6397 1.2936
H 6.2635 4.1964 -4.5752
H -5.4239 -0.4641 0.1409
H 4.6772 2.2260 -2.0464
H -6.8121 0.6567 4.0314
C -5.3231 -0.4848 1.2149
H 1.9059 0.5430 -2.6863
H 6.5574 3.3510 -3.0316
C 1.2951 0.0002 -0.2918
H 2.5213 3.3642 -2.0848
N 2.0278 1.3710 -2.1258
C 0.3811 -0.7433 -1.0307
H -7.0473 0.7087 1.5888
S -3.0074 -2.0808 1.0584
H -4.9369 -0.5762 5.0915
C 1.6607 -0.4425 0.9767
H 0.0437 -0.3963 -1.9966
C 1.1464 -1.6177 1.4846
H 1.4316 -1.9553 2.4702
H 6.3015 2.4129 -4.5259
O 2.1894 2.1858 -0.0242